Entry 1:
Entry from the OMol25 dataset: 2 unconnected molecules or ions with the total composition C2H9N2O (wB97M-V/def2-TZVPD).

Structure (ORCA input):
```
! RIJCOSX wB97M-V def2-TZVPD def2/J DEFGRID3
* xyz 1 1
C 0.71 1.66 1.50
N 1.45 0.69 0.61
H 1.39 1.96 2.28
H 0.36 2.43 0.81
H -0.16 1.18 1.94
H 0.80 0.18 -0.07
H 1.96 -0.01 1.15
H 2.21 1.16 0.12
C -1.31 -0.95 -1.17
N -1.66 -2.13 -1.65
O -0.14 -0.69 -0.86
H -2.15 -0.27 -0.95
H -2.57 -2.39 -1.95
H -0.92 -2.81 -1.78
*
```

The value obtained for the LUMO energy is -3.0 eV. As for the HOMO energy: -14.83 eV. The relative energy (zero: lowest compared OMol25 entry of this formula, charge and spin) is 0.397 eV.



Entry 2:
Entry from the OMol25 dataset: a gas-phase ion, C6H7O2S (charge -1) (wB97M-V/def2-TZVPD).

Structure (ORCA input):
```
! RIJCOSX wB97M-V def2-TZVPD def2/J DEFGRID3
* xyz -1 1
C -0.91 1.61 -0.40
C -1.87 1.80 -1.24
C -0.81 0.47 0.63
C -0.08 -0.67 0.00
C 1.42 -0.39 -0.20
C 2.00 0.66 -0.76
O 3.39 0.87 -0.79
O 4.79 0.06 1.34
S 4.54 -0.24 -0.12
H -0.20 2.48 -0.38
H -0.22 0.87 1.50
H -1.87 0.01 1.02
H -0.34 -1.64 0.55
H -0.46 -0.73 -1.13
H 2.02 -1.06 0.33
H 1.35 1.56 -0.93
*
```

The value obtained for the LUMO energy is 2.2 eV. As for the HOMO energy: -1.73 eV. The relative energy (zero: lowest compared OMol25 entry of this formula, charge and spin) is 6.902 eV.



Entry 3:
Entry from the OMol25 dataset: 2 unconnected molecules or ions with the total composition C4H7NS (wB97M-V/def2-TZVPD).

Structure (ORCA input):
```
! RIJCOSX wB97M-V def2-TZVPD def2/J DEFGRID3
* xyz 0 3
C -2.39 2.29 0.34
C -1.37 1.92 1.18
C 1.67 -1.48 -1.47
C 2.04 -2.50 -0.66
N -0.88 0.72 0.95
S 0.06 -0.14 1.85
H -3.07 3.13 0.41
H -2.55 1.46 -0.32
H -1.03 2.59 1.98
H 0.74 -1.09 -1.37
H 2.49 -1.04 -2.06
H 3.07 -2.89 -0.69
H 1.22 -2.98 -0.14
*
```

The value obtained for the LUMO energy (alpha / beta) is 1.1 / -1.6 eV. As for the HOMO energy (alpha / beta): -7.92 / -9.34 eV. The relative energy (zero: lowest compared OMol25 entry of this formula, charge and spin) is 0.124 eV.



Entry 4:
Entry from the OMol25 dataset: a molecular structure, C14H31ClI2NPtSb2Se4Si3 (wB97M-V/def2-TZVPD).

Structure (ORCA input):
```
! RIJCOSX wB97M-V def2-TZVPD def2/J DEFGRID3
* xyz 1 1
Pt 0.59 -0.10 -3.05
Se 5.18 -2.10 -4.06
Sb 3.70 -0.33 -3.38
Se 1.10 -1.35 -1.06
Se 3.37 -0.57 -0.86
Se 5.19 1.74 -3.52
C 1.04 -0.52 4.46
Si 2.00 -0.98 2.93
C 3.65 -0.13 2.94
C 2.08 -2.80 2.56
Sb 0.44 -0.02 1.05
Si 0.71 2.59 0.61
C -0.02 2.89 -1.07
C -0.30 3.29 2.01
C 2.52 2.91 0.85
Si -1.88 -1.27 1.24
C -1.58 -3.05 0.78
C -2.99 -0.37 0.04
C -2.44 -1.07 3.00
H 1.58 -0.85 5.35
H 0.05 -0.96 4.49
H 0.93 0.57 4.53
H 4.29 -0.61 3.68
H 3.56 0.92 3.21
H 4.16 -0.19 1.97
H 2.75 -3.31 3.26
H 2.47 -2.97 1.55
H 1.10 -3.27 2.63
H 0.25 2.09 -1.76
H 0.37 3.82 -1.49
H -1.11 2.95 -1.01
H -1.36 3.01 1.95
H -0.24 4.38 1.98
H 0.09 2.97 2.98
H 3.14 2.21 0.29
H 2.77 2.84 1.91
H 2.76 3.92 0.51
H -0.84 -3.16 -0.02
H -2.51 -3.50 0.44
H -1.22 -3.62 1.64
H -2.81 -0.70 -0.98
H -2.84 0.71 0.08
H -4.03 -0.58 0.28
H -1.86 -1.69 3.69
H -3.48 -1.40 3.08
H -2.40 -0.04 3.34
I 0.99 0.81 -5.44
I 3.40 3.42 -3.03
Cl -3.68 -3.42 -4.37
C -3.18 -1.79 -4.14
C -3.93 -0.73 -4.64
C -3.46 0.56 -4.43
C -2.29 0.75 -3.73
N -1.58 -0.28 -3.24
C -2.01 -1.53 -3.45
H -4.85 -0.92 -5.18
H -4.00 1.41 -4.82
H -1.90 1.74 -3.54
H -1.42 -2.33 -3.05
*
```

The value obtained for the LUMO energy (alpha / beta) is -4.7 / -3.9 eV. As for the HOMO energy (alpha / beta): -9.91 / -10.01 eV. The relative energy (zero: lowest compared OMol25 entry of this formula, charge and spin) is 0.000 eV.



Entry 5:
Entry from the OMol25 dataset: a molecular structure, C23H18Co2NO7 (wB97M-V/def2-TZVPD).

Structure (ORCA input):
```
! RIJCOSX wB97M-V def2-TZVPD def2/J DEFGRID3
* xyz -1 1
C 2.97 -2.04 0.90
C 2.71 -0.58 1.05
N 1.43 -0.34 1.61
C 0.75 0.84 1.41
C -0.30 1.20 2.33
C -0.98 2.43 2.27
C -2.29 2.65 2.99
C -3.02 1.32 3.18
C -2.14 0.22 3.68
C -2.66 -0.92 4.29
C -1.83 -1.95 4.75
C -0.44 -1.82 4.64
C 0.09 -0.69 4.00
C -0.76 0.24 3.38
C 1.01 1.62 0.15
O 3.51 0.29 0.77
H 2.10 -2.47 0.38
H 3.86 -2.19 0.28
H 3.09 -2.51 1.89
H 0.94 -1.21 1.87
H -0.57 3.29 1.68
H -2.11 3.12 3.98
H -2.89 3.33 2.36
H -3.80 1.46 3.92
H -3.53 1.01 2.25
H -3.74 -0.94 4.40
H -2.30 -2.80 5.24
H 0.20 -2.60 5.04
H 1.18 -0.61 3.92
H 0.49 2.64 0.32
H 2.04 1.94 0.16
O 3.10 1.85 -4.53
C 2.29 1.05 -4.70
Co 1.03 -0.13 -5.03
C -0.19 1.17 -5.18
O -0.96 2.03 -5.24
C 1.69 -0.23 -6.62
O 2.15 -0.17 -7.68
C 1.45 -0.46 -3.25
C 0.63 -0.05 -2.15
C 0.64 1.12 -1.28
Co -0.23 -1.15 -3.33
C -1.83 -0.64 -3.36
O -2.89 -0.19 -3.22
C -0.71 -2.91 -3.07
O -1.09 -3.98 -2.85
C -0.19 -1.40 -5.44
O -0.76 -2.05 -6.21
H 2.45 -0.95 -3.08
H -0.42 1.12 -0.94
H 0.82 2.04 -1.93
*
```

The value obtained for the LUMO energy is 2.3 eV. As for the HOMO energy: -1.83 eV.



Entry 6:
Entry from the OMol25 dataset: C17H17N3O3 in the gas phase (wB97M-V/def2-TZVPD).

Structure (ORCA input):
```
! RIJCOSX wB97M-V def2-TZVPD def2/J DEFGRID3
* xyz 0 1
C 1.23 3.56 -4.25
C 0.97 2.42 -3.31
C 1.37 1.13 -3.62
C 1.14 0.09 -2.75
C 0.50 0.32 -1.52
C 0.08 1.61 -1.21
C 0.31 2.64 -2.10
H -0.01 3.64 -1.85
H -0.42 1.78 -0.28
O 0.25 -0.71 -0.66
C 1.13 -1.81 -0.75
C 0.54 -2.96 0.08
C 0.57 -2.56 1.54
O 1.60 -2.38 2.15
N -0.65 -2.41 2.11
H -1.48 -2.48 1.53
C -0.82 -1.91 3.45
C -1.44 -0.54 3.49
C -1.20 0.40 2.49
C -1.79 1.64 2.58
C -2.60 1.91 3.67
N -2.84 1.03 4.62
C -2.28 -0.16 4.53
H -2.50 -0.84 5.34
H -3.09 2.87 3.78
H -1.62 2.40 1.82
H -0.56 0.14 1.65
H -1.42 -2.61 4.04
H 0.19 -1.87 3.89
H 1.17 -3.83 -0.08
H -0.47 -3.17 -0.27
C 1.41 -2.26 -2.19
O 1.61 -3.41 -2.50
N 1.47 -1.23 -3.07
H 1.74 -1.44 -4.02
H 2.11 -1.53 -0.31
H 1.86 0.93 -4.56
H 0.35 4.19 -4.34
H 2.05 4.18 -3.86
H 1.51 3.20 -5.23
*
```

The value obtained for the LUMO energy is 0.6 eV. Its SMILES is Cc1ccc2c(c1)NC(=O)[C@H](CC(=O)NCc1cccnc1)O2. As for the HOMO energy: -8.54 eV. The relative energy (zero: lowest compared OMol25 entry of this formula, charge and spin) is 0.183 eV.



Entry 7:
Entry from the OMol25 dataset: 2 unconnected molecules or ions with the total composition C2H6OSe (wB97M-V/def2-TZVPD).

Structure (ORCA input):
```
! RIJCOSX wB97M-V def2-TZVPD def2/J DEFGRID3
* xyz 0 1
C -1.37 0.30 0.55
C 1.99 -1.48 -0.52
O -0.59 0.71 -0.53
Se 1.93 0.16 0.05
H -2.29 -0.09 0.16
H -1.43 1.12 1.27
H 1.71 -2.07 0.32
H -0.81 -0.55 1.10
H -1.07 1.03 -1.25
H 1.93 0.87 -1.14
*
```

The value obtained for the LUMO energy is 0.3 eV. As for the HOMO energy: -8.22 eV. The relative energy (zero: lowest compared OMol25 entry of this formula, charge and spin) is 3.580 eV.



Entry 8:
Entry from the OMol25 dataset: a molecular structure, C21H43BCaO2P2 (wB97M-V/def2-TZVPD).

Structure (ORCA input):
```
! RIJCOSX wB97M-V def2-TZVPD def2/J DEFGRID3
* xyz 0 1
P 1.31 0.87 1.44
P -0.54 -0.13 -1.16
C 1.89 1.12 -0.32
C 0.75 1.21 -1.37
H 2.55 0.25 -0.53
H 2.50 2.04 -0.33
H 0.22 2.17 -1.29
H 1.18 1.15 -2.38
C 0.09 -1.55 -2.10
H -0.68 -2.33 -2.10
H 0.99 -1.95 -1.60
H 0.35 -1.31 -3.15
C -2.04 0.40 -2.05
H -1.85 0.67 -3.10
H -2.48 1.26 -1.53
H -2.76 -0.44 -2.02
C 2.76 0.31 2.40
H 2.47 0.29 3.46
H 3.63 0.97 2.27
H 3.02 -0.71 2.07
C 0.99 2.56 2.06
H 0.10 2.97 1.54
H 1.86 3.22 1.89
H 0.77 2.50 3.14
Ca -1.08 -0.63 1.48
C 2.55 3.02 -4.35
C 3.01 1.77 -4.42
C 4.45 1.34 -4.34
C 5.43 2.32 -3.66
C 5.07 2.67 -2.24
C 4.25 3.64 -1.80
C 3.53 4.66 -2.63
C 3.31 4.30 -4.12
C -0.73 -0.91 3.78
H 1.48 3.20 -4.52
H 2.31 0.96 -4.67
H 4.83 1.13 -5.36
H 4.50 0.38 -3.80
H 6.39 1.80 -3.60
H 5.59 3.20 -4.30
H 5.59 2.05 -1.50
H 4.15 3.80 -0.72
H 4.07 5.62 -2.59
H 2.54 4.85 -2.18
H 2.69 5.10 -4.55
H 4.27 4.34 -4.66
H -1.76 -0.80 4.17
H -0.07 -0.25 4.36
H -0.42 -1.95 3.96
C -5.86 -2.80 1.51
C -4.72 -2.61 2.52
C -5.32 -2.21 3.84
O -3.87 -1.54 2.03
B -3.08 -2.28 1.17
O -2.80 -3.55 1.50
C -3.72 -3.83 2.58
C -2.91 -3.90 3.88
C -4.32 -5.19 2.31
H -6.45 -1.88 1.46
H -6.54 -3.60 1.82
H -5.51 -3.02 0.48
H -5.98 -1.34 3.70
H -5.93 -3.03 4.25
H -4.55 -1.93 4.58
H -3.56 -4.17 4.72
H -2.15 -4.68 3.78
H -2.39 -2.95 4.13
H -4.80 -5.23 1.33
H -3.52 -5.94 2.34
H -5.05 -5.45 3.08
*
```

The value obtained for the LUMO energy is 0.3 eV. As for the HOMO energy: -5.33 eV. The relative energy (zero: lowest compared OMol25 entry of this formula, charge and spin) is 0.000 eV.



Entry 9:
Entry from the OMol25 dataset: a molecular structure, C18H10Cl5N3O2Pt (wB97M-V/def2-TZVPD).

Structure (ORCA input):
```
! RIJCOSX wB97M-V def2-TZVPD def2/J DEFGRID3
* xyz 0 1
Pt -0.06 -0.02 -0.01
O -0.64 1.38 3.71
C -0.56 1.19 2.51
N -0.63 0.01 1.86
C -0.57 -1.25 2.58
C -0.34 -2.36 1.59
C -0.37 -3.69 1.97
C -0.09 -4.68 1.04
C 0.21 -4.31 -0.26
C 0.21 -2.98 -0.59
N -0.07 -2.03 0.31
C -0.34 2.34 1.54
C -0.33 3.65 1.96
C -0.07 4.64 1.03
C 0.18 4.29 -0.28
C 0.17 2.96 -0.64
N -0.10 2.00 0.25
H -1.48 -1.44 3.14
H 0.26 -1.24 3.30
H -0.60 -3.94 3.00
H -0.11 -5.72 1.33
H 0.44 -5.05 -1.02
H 0.45 -2.63 -1.59
H -0.52 3.84 3.01
H -0.06 5.68 1.34
H 0.41 5.04 -1.03
H 0.38 2.63 -1.65
Cl 4.56 0.17 -5.83
C 3.97 0.09 -4.21
C 2.61 0.07 -3.95
Cl 1.48 0.12 -5.26
C 2.15 0.00 -2.65
Cl 0.40 -0.03 -2.40
C 2.98 -0.04 -1.49
O 2.56 -0.09 -0.31
C 4.38 -0.02 -1.82
Cl 5.47 -0.08 -0.49
C 4.85 0.04 -3.12
Cl 6.55 0.07 -3.42
*
```

The value obtained for the LUMO energy is -0.5 eV. As for the HOMO energy: -7.32 eV. The relative energy (zero: lowest compared OMol25 entry of this formula, charge and spin) is 0.942 eV.



Entry 10:
Entry from the OMol25 dataset: F2H2NPS in the gas phase (wB97M-V/def2-TZVPD).

Structure (ORCA input):
```
! RIJCOSX wB97M-V def2-TZVPD def2/J DEFGRID3
* xyz 0 1
N 0.85 -0.36 -0.62
F -0.01 -0.20 1.79
F -1.56 -1.17 0.11
P -0.62 0.18 0.23
S -1.48 1.88 -0.15
H 1.65 -0.82 -0.17
H 1.17 0.49 -1.20
*
```

The value obtained for the LUMO energy is 0.3 eV. Its SMILES is NP(F)(F)=S. As for the HOMO energy: -10.34 eV. The relative energy (zero: lowest compared OMol25 entry of this formula, charge and spin) is 0.943 eV.



Entry 11:
Entry from the OMol25 dataset: a gas-phase ion, CH4N3S (charge +1) (wB97M-V/def2-TZVPD).

Structure (ORCA input):
```
! RIJCOSX wB97M-V def2-TZVPD def2/J DEFGRID3
* xyz 1 1
C -0.30 -0.88 -0.38
N 1.34 2.26 -0.15
N 0.80 0.04 -0.19
N 0.96 1.16 -0.24
S -1.42 -0.89 1.06
H -0.94 -0.51 -1.23
H 0.13 -1.98 -0.61
H 1.28 3.02 0.49
H -1.85 -2.23 1.26
*
```

The value obtained for the LUMO energy is -5.6 eV. Its SMILES is N=[N+]=NCS. As for the HOMO energy: -14.05 eV. The relative energy (zero: lowest compared OMol25 entry of this formula, charge and spin) is 2.605 eV.



Entry 12:
Entry from the OMol25 dataset: C6H11NO in the gas phase (wB97M-V/def2-TZVPD).

Structure (ORCA input):
```
! RIJCOSX wB97M-V def2-TZVPD def2/J DEFGRID3
* xyz 0 1
C 1.86 -0.16 0.17
C 0.56 0.36 -0.46
C -0.04 -0.86 -1.19
C -0.65 -0.72 1.14
C -0.68 0.75 0.48
C 0.28 1.72 -0.18
H 1.67 -1.19 0.78
H 2.68 -0.24 -0.55
H 1.96 0.64 1.03
H 0.75 -1.40 -1.67
H -0.75 -0.78 -2.03
H -1.89 -1.57 -0.43
H 0.18 -0.82 1.80
H -1.58 -0.97 1.70
H -2.52 1.43 0.16
H 1.04 2.16 0.50
H -0.22 2.43 -0.80
N -0.80 -1.59 -0.10
O -1.86 0.81 -0.35
*
```

The value obtained for the LUMO energy is 0.8 eV. Its SMILES is C[C@@]12CNC[C@@]1(O)C2. As for the HOMO energy: -8.21 eV. The relative energy (zero: lowest compared OMol25 entry of this formula, charge and spin) is 5.639 eV.



Entry 13:
Entry from the OMol25 dataset: C3H3F4NO3 in the gas phase (wB97M-V/def2-TZVPD).

Structure (ORCA input):
```
! RIJCOSX wB97M-V def2-TZVPD def2/J DEFGRID3
* xyz 0 1
C 0.20 -0.35 -1.23
C 0.29 0.08 0.21
C -0.79 1.20 0.49
N -0.13 -1.09 1.19
O -1.31 -1.33 1.17
O 0.67 -1.56 1.94
O 1.35 -1.13 -1.45
F 1.50 0.54 0.46
F -1.85 0.97 -0.19
F -0.46 2.43 0.10
F -1.13 1.25 1.78
H 0.28 0.58 -1.82
H -0.83 -0.86 -1.54
H 2.21 -0.74 -1.11
*
```

The value obtained for the LUMO energy is -0.1 eV. Its SMILES is O=[N+]([O-])[C@@](F)(CO)C(F)(F)F. As for the HOMO energy: -11.45 eV. The relative energy (zero: lowest compared OMol25 entry of this formula, charge and spin) is 0.476 eV.



Entry 14:
Entry from the OMol25 dataset: 2 unconnected molecules or ions with the total composition C3H6Cl2Si (wB97M-V/def2-TZVPD).

Structure (ORCA input):
```
! RIJCOSX wB97M-V def2-TZVPD def2/J DEFGRID3
* xyz 0 1
C -3.41 -1.49 0.02
C -2.45 -1.98 0.51
C 2.42 -0.42 -0.55
Si 1.33 1.09 0.18
Cl 1.52 -1.87 -0.12
Cl 4.06 -0.39 0.26
H 1.88 1.08 1.63
H -4.13 -0.92 -0.45
H -1.73 -2.56 0.96
H 2.83 -0.34 -1.65
H 1.49 2.21 -0.70
H 0.00 0.60 0.15
*
```

The value obtained for the LUMO energy is 0.8 eV. Its SMILES is [SiH3]C(Cl)Cl.C#C. As for the HOMO energy: -10.21 eV. The relative energy (zero: lowest compared OMol25 entry of this formula, charge and spin) is 6.217 eV.



Entry 15:
Entry from the OMol25 dataset: a molecular structure, C9H10Cl3NO2Tc (wB97M-V/def2-TZVPD).

Structure (ORCA input):
```
! RIJCOSX wB97M-V def2-TZVPD def2/J DEFGRID3
* xyz 0 4
C 0.20 0.79 -2.30
C -0.77 -0.27 -2.34
C -0.11 -1.46 -2.00
C 1.26 -1.20 -1.73
C 1.44 0.22 -1.94
Tc -0.16 0.45 -0.23
N 1.23 1.40 0.67
C -1.35 2.03 -0.21
C -2.18 0.81 -0.25
H -0.57 -2.50 -2.01
H -1.80 -0.18 -2.73
H 2.04 -1.89 -1.50
H 2.40 0.74 -1.88
H 0.05 1.84 -2.57
H -2.71 0.75 -1.16
H -1.30 2.52 0.76
H 1.11 2.00 1.52
H -2.59 0.55 0.70
H -0.90 2.66 -1.03
Cl 2.29 -2.27 3.82
C 0.72 -1.51 3.48
Cl -0.58 -2.65 3.84
Cl 0.58 0.01 4.44
C 0.59 -1.07 1.91
O 1.68 -0.95 1.29
O -0.57 -0.81 1.44
*
```

The value obtained for the LUMO energy (alpha / beta) is 0.0 / -1.6 eV. As for the HOMO energy (alpha / beta): -8.22 / -8.73 eV. The relative energy (zero: lowest compared OMol25 entry of this formula, charge and spin) is 2.662 eV.



Entry 16:
Entry from the OMol25 dataset: C18H26N4O5S2 in the gas phase (wB97M-V/def2-TZVPD).

Structure (ORCA input):
```
! RIJCOSX wB97M-V def2-TZVPD def2/J DEFGRID3
* xyz 0 1
N -1.12 -1.58 -1.53
C -0.45 -2.24 -0.88
C 0.39 -3.08 -0.08
H 0.51 -2.61 0.90
H -0.13 -4.02 0.06
C 1.77 -3.38 -0.74
N 2.72 -2.30 -0.83
C 3.16 -1.77 0.45
C 4.33 -0.82 0.24
N 4.02 0.23 -0.70
S 3.51 1.70 -0.14
O 4.36 2.04 0.96
O 3.42 2.57 -1.27
C 1.85 1.42 0.50
C 0.77 1.48 -0.36
C -0.47 1.04 0.07
C -0.60 0.55 1.36
C 0.46 0.57 2.25
C 1.70 1.01 1.81
H 2.56 1.02 2.46
H 0.30 0.21 3.25
S -2.08 -0.30 1.89
O -2.40 0.13 3.22
O -1.81 -1.70 1.69
N -3.23 0.20 0.81
H -3.78 0.96 1.20
C -4.09 -0.80 0.20
H -3.44 -1.61 -0.13
C -4.84 -0.19 -0.99
C -3.93 0.08 -2.20
H -4.07 -0.67 -2.98
C -4.35 1.48 -2.65
H -3.53 2.04 -3.11
C -4.81 2.10 -1.33
H -5.54 2.90 -1.45
H -3.94 2.48 -0.76
O -5.44 1.05 -0.62
H -5.18 1.43 -3.35
H -2.89 0.06 -1.89
H -5.66 -0.88 -1.25
H -4.81 -1.20 0.93
H -1.33 1.04 -0.58
H 0.92 1.86 -1.36
C 3.50 -0.27 -1.95
C 2.32 -1.23 -1.73
H 1.46 -0.67 -1.34
H 2.03 -1.67 -2.69
H 4.30 -0.81 -2.46
H 3.20 0.59 -2.54
H 5.19 -1.38 -0.15
H 4.62 -0.33 1.17
H 2.35 -1.24 0.98
H 3.48 -2.61 1.07
H 2.24 -4.17 -0.16
H 1.60 -3.75 -1.75
*
```

The value obtained for the LUMO energy is 0.0 eV. Its SMILES is N#CCCN1CCN(S(=O)(=O)c2ccc(S(=O)(=O)NC[C@@H]3CCCO3)cc2)CC1. As for the HOMO energy: -8.96 eV.



Entry 17:
Entry from the OMol25 dataset: C4H3FOS in the gas phase (wB97M-V/def2-TZVPD).

Structure (ORCA input):
```
! RIJCOSX wB97M-V def2-TZVPD def2/J DEFGRID3
* xyz 0 1
C 0.26 -1.03 -0.14
C 0.21 -0.76 1.17
C -0.30 1.19 0.21
C -0.11 0.18 -0.92
H 0.48 -1.33 2.05
H -1.03 0.05 -1.56
H 0.76 0.54 -1.59
O -0.06 0.61 1.41
F 0.62 -2.21 -0.69
S -0.83 2.76 0.06
*
```

The value obtained for the LUMO energy is -0.1 eV. Its SMILES is FC1=COC(=S)C1. As for the HOMO energy: -9.02 eV. The relative energy (zero: lowest compared OMol25 entry of this formula, charge and spin) is 0.096 eV.